This record from the OMol25 dataset describes a structure of composition C8H10F6N2O2SSbSe3SnTe in a non-equilibrium geometry. The level of theory is wB97M-V/def2-TZVPD.

Atoms and positions in Å:
Sn1 0.441 0.301 -0.056
S1 -2.324 -1.523 -0.617
C1 -1.736 -0.872 -2.130
C2 -2.592 -0.780 -3.241
C3 -2.125 -0.235 -4.416
C4 -0.811 0.222 -4.492
C5 -0.030 0.116 -3.361
N1 -0.476 -0.418 -2.223
H1 -3.611 -1.124 -3.129
H2 -2.783 -0.133 -5.272
H3 -0.417 0.666 -5.396
H4 0.986 0.498 -3.327
N2 -0.289 -0.072 2.434
C6 0.173 0.570 3.673
C7 1.580 1.167 3.485
C8 1.423 2.456 2.669
O1 1.166 3.506 3.219
O2 1.544 2.293 1.369
H5 -1.155 0.349 2.112
H6 -0.471 -1.063 2.542
H7 0.191 -0.158 4.491
H8 -0.485 1.396 3.948
H9 2.207 0.448 2.954
H10 2.021 1.423 4.449
Se1 2.938 0.154 -0.203
Se2 3.876 -1.912 -0.234
Te1 2.224 -3.674 -0.137
Se3 -0.074 -2.809 -0.244
F1 -0.767 2.613 -1.019
Sb1 0.455 3.672 0.136
F2 0.290 4.828 -1.390
F3 1.640 2.627 -1.098
F4 2.092 4.649 0.417
F5 -0.867 2.722 1.339
F6 -0.360 5.111 1.074

Values from the calculation:
Energy above the lowest of the compared OMol25 structures with the same formula, charge and spin   365.9 kJ/mol
Spin multiplicity   2
DFT total energy   -9495.3442 Eh
Total charge   -2

This record from the OMol25 dataset describes the molecule C4H7NO2 in a non-equilibrium geometry. The level of theory is wB97M-V/def2-TZVPD.

Atoms and positions in Å:
C1 1.315 -1.312 0.422
C2 0.772 -0.189 0.056
C3 1.297 1.029 -0.507
N1 -0.921 -0.025 0.383
O1 -1.176 1.341 0.472
C4 -1.918 -0.721 -0.111
O2 -3.043 -0.218 -0.157
H1 0.853 -1.961 1.142
H2 2.354 -1.550 0.259
H3 2.417 0.876 -0.514
H4 0.801 1.801 0.106
H5 1.106 1.301 -1.578
H6 -2.087 1.468 0.239
H7 -1.773 -1.838 -0.213

Values from the calculation:
Energy above the lowest of the compared OMol25 structures with the same formula, charge and spin   408.4 kJ/mol
DFT total energy   -361.7253 Eh
Total charge   0